The following is a quantum chemistry calculation of 8 unconnected molecules or ions with the total composition C20H33Cl14NO2, from the Open Molecules 2025 dataset.

Calculated values
* gap between HOMO and LUMO: 9.24 eV
* energy relative to the best compared isomer or geometry (same formula, charge and spin): 0.000 eV
* molecular weight: 815.83 g mol⁻¹
* highest occupied orbital energy: -9.9422 eV
* total energy: -202171.8598 eV
* structure (SMILES): O=[N+]([O-])c1ccccc1.ClCCCl.ClCCCl.ClCCCl.ClCCCl.ClCCCl.ClCCCl.ClCCCl
* net charge: 0

Each line ends with the Mulliken charge.
Positions of all 70 atoms, in Å:
1 Cl -3.9143 -31.6674 14.0545  -0.2114
2 C -2.4801 -32.5506 14.5883  0.0558
3 C -2.8736 -34.0285 14.7380  -0.7803
4 Cl -1.3931 -35.0467 14.6780  0.0030
5 H -2.1307 -32.2282 15.5691  0.2313
6 H -1.6704 -32.3471 13.8875  0.0189
7 H -3.3827 -34.3867 13.8432  0.2448
8 H -3.5354 -34.3004 15.5604  0.4168
9 Cl 0.9274 -33.4551 6.6876  -0.2193
10 C -0.5131 -32.7988 7.5903  -0.2070
11 C -1.3342 -33.9672 7.9815  0.0663
12 Cl -2.0076 -34.8735 6.6888  -0.1905
13 H -1.0094 -32.1914 6.8335  0.3839
14 H -0.1905 -32.1978 8.4406  0.1029
15 H -2.1413 -33.6383 8.6361  0.1268
16 H -0.8130 -34.6873 8.6124  -0.0253
17 Cl 1.3639 -35.9359 10.3569  -0.2005
18 C 1.3954 -34.9624 11.8745  0.3240
19 C 1.5475 -33.5200 11.5605  -0.1327
20 Cl -0.0752 -32.7901 11.1512  -0.0112
21 H 2.1838 -35.4084 12.4809  0.2679
22 H 0.4202 -35.1256 12.3332  -0.3358
23 H 2.1729 -33.0493 10.8020  0.4339
24 H 1.8853 -33.0133 12.4645  -0.3910
25 Cl 2.0818 -32.5799 15.2574  -0.0182
26 C 2.2032 -32.1506 16.9345  -0.6688
27 C 0.9286 -32.0677 17.6904  -0.4192
28 Cl -0.0349 -33.4549 17.4144  -0.1014
29 H 2.7076 -31.1843 16.9348  0.2907
30 H 2.8787 -32.9380 17.2689  0.3283
31 H 0.4091 -31.1130 17.6081  0.3513
32 H 1.2152 -32.2369 18.7283  0.2508
33 Cl -5.5877 -30.5622 9.9642  -0.2156
34 C -4.1182 -29.8595 10.6831  -0.5257
35 C -2.8109 -30.6840 10.2913  -0.1809
36 Cl -1.5071 -29.6935 10.9398  -0.1779
37 H -4.3109 -29.6819 11.7411  0.3025
38 H -4.0131 -28.8386 10.3160  0.3645
39 H -2.7323 -30.7453 9.2059  0.3124
40 H -2.7306 -31.7283 10.5932  0.1471
41 Cl 4.3478 -29.7428 14.4934  -0.1855
42 C 3.3537 -28.7320 13.4546  -0.5084
43 C 2.4566 -29.6428 12.5606  0.4789
44 Cl 3.3316 -29.8363 11.0644  -0.1969
45 H 3.9807 -27.9481 13.0297  0.3925
46 H 2.7923 -28.1252 14.1651  0.2638
47 H 1.4578 -29.2248 12.4345  0.1346
48 H 2.2617 -30.6299 12.9799  -0.3864
49 Cl 0.9886 -39.3877 16.4673  -0.2117
50 C 1.3856 -37.5691 16.5559  -0.4940
51 C 1.5639 -36.9431 15.1718  0.5470
52 Cl 2.9464 -37.7172 14.3391  -0.1912
53 H 2.2372 -37.5044 17.2331  0.4312
54 H 0.4966 -37.2031 17.0695  0.2286
55 H 1.8210 -35.8839 15.1568  -0.0449
56 H 0.6444 -36.9958 14.5889  -0.2341
57 C -0.5036 -39.4305 12.5422  -0.4878
58 C -0.8970 -38.5202 11.5704  -0.4820
59 C -1.9910 -37.7456 11.7697  -0.4129
60 C -2.7430 -37.8156 12.9362  0.1572
61 C -2.4181 -38.8771 13.8583  -0.3941
62 C -1.3170 -39.6661 13.6346  -0.5360
63 N -3.9564 -36.9749 13.1945  0.9293
64 O -4.3043 -36.2189 12.2539  -0.5727
65 O -4.3497 -36.9755 14.3449  -0.5334
66 H 0.3899 -40.0276 12.4342  0.4214
67 H -0.2747 -38.3884 10.6977  0.4264
68 H -2.2898 -36.9677 11.0827  0.5815
69 H -3.0552 -39.0616 14.7105  0.4255
70 H -1.1244 -40.4229 14.3807  0.4428

=====

The following is a quantum chemistry calculation of a single C20H33ClN2O4 molecule, from the Open Molecules 2025 dataset.

Calculated values
* gap between HOMO and LUMO: 9.61 eV
* energy relative to the best compared isomer or geometry (same formula, charge and spin): 0.323 eV
* molecular weight: 400.95 g mol⁻¹
* highest occupied orbital energy: -9.1909 eV
* total energy: -44968.1749 eV
* structure (SMILES): CN(CC1(O)CN(C(=O)C[C@@H]2C[C@@H](O)C2(C)C)C1)C(=O)C1(Cl)CCCCC1
* net charge: 0

Each line ends with the Mulliken charge.
Positions of all 60 atoms, in Å:
1 C -1.0854 4.8524 -0.8753  -1.0386
2 N -0.8975 3.5947 -0.1581  0.3394
3 C -1.5742 2.4461 -0.7186  -1.4108
4 C -1.0980 2.0256 -2.1047  1.8384
5 O -1.6080 2.9336 -3.0461  -0.5953
6 C 0.4117 1.6841 -2.1960  -0.9581
7 N 0.0382 0.2791 -2.1778  0.4747
8 C 0.8572 -0.7924 -2.3301  0.3518
9 O 2.0652 -0.6562 -2.4036  -0.6995
10 C 0.1653 -2.1373 -2.3031  -0.7305
11 C -0.1517 -2.4791 -0.8542  0.3882
12 C 1.0456 -2.7431 0.0842  -0.7760
13 C 0.2250 -3.8451 0.7694  -0.0380
14 O -0.3589 -3.3008 1.9418  -0.5415
15 C -0.7227 -3.8758 -0.4698  1.7093
16 C -2.2122 -3.9313 -0.1978  -1.9106
17 C -0.2924 -4.9815 -1.4214  -2.0115
18 C -1.3888 0.5170 -2.3648  -1.2972
19 C 0.2741 3.5171 0.5660  -0.5172
20 O 1.1213 4.3763 0.4285  -0.6567
21 C 0.4623 2.5053 1.7505  2.1101
22 Cl -0.8546 2.9889 2.9220  -0.1853
23 C 1.8222 2.8173 2.3790  -0.9702
24 C 2.1732 1.9531 3.5808  -0.9230
25 C 2.0879 0.4723 3.2445  -0.7316
26 C 0.6964 0.1496 2.7281  -1.1635
27 C 0.3180 0.9933 1.5103  -0.7398
28 H -0.8237 5.6736 -0.2135  0.3828
29 H -0.4772 4.9225 -1.7772  0.2859
30 H -2.1352 4.9212 -1.1568  0.3362
31 H -1.4410 1.5979 -0.0642  -0.1932
32 H -2.6475 2.6465 -0.7862  0.4820
33 H -1.2156 2.7565 -3.9076  0.4965
34 H 0.8722 2.0031 -3.1369  0.3234
35 H 1.0582 2.0023 -1.3767  0.1509
36 H -0.7350 -2.1213 -2.9248  0.2810
37 H 0.8640 -2.8633 -2.7165  0.4991
38 H -0.7974 -1.7131 -0.4140  -0.1108
39 H 1.9121 -3.1243 -0.4553  0.3190
40 H 1.3692 -1.9355 0.7382  -0.1250
41 H 0.7349 -4.7884 0.9916  0.3633
42 H -0.9669 -3.9448 2.3189  0.3463
43 H -2.5049 -4.9001 0.2178  0.4259
44 H -2.5140 -3.1499 0.5005  0.4856
45 H -2.7738 -3.7960 -1.1258  0.3695
46 H -0.5594 -5.9563 -1.0068  0.4563
47 H -0.7843 -4.8851 -2.3919  0.3358
48 H 0.7863 -4.9769 -1.5898  0.4334
49 H -2.0548 0.0095 -1.6624  0.2509
50 H -1.7338 0.3334 -3.3875  0.3105
51 H 2.5632 2.6680 1.5869  0.4207
52 H 1.8551 3.8739 2.6316  0.4357
53 H 3.1785 2.2171 3.9157  0.4134
54 H 1.4930 2.1801 4.4067  0.3635
55 H 2.8347 0.2212 2.4818  0.2732
56 H 2.3140 -0.1344 4.1238  0.4135
57 H 0.6017 -0.9029 2.4612  0.1665
58 H -0.0355 0.3329 3.5200  0.5653
59 H -0.7090 0.7438 1.2615  0.6109
60 H 0.9525 0.7258 0.6543  0.1153

=====

The following is a quantum chemistry calculation of 4 unconnected molecules or ions with the total composition C20H33F2N2O5S3, from the Open Molecules 2025 dataset.

Calculated values
* gap between HOMO and LUMO: 5.83 eV
* molecular weight: 515.69 g mol⁻¹
* highest occupied orbital energy: -10.7651 eV
* total energy: -72415.4535 eV
* net charge: +1

Each line ends with the Mulliken charge.
Positions of all 65 atoms, in Å:
1 C 1.9134 0.3674 -1.3966  -0.8216
2 C 2.8295 -0.8984 -1.0075  0.7337
3 C 4.3704 -0.6072 -0.7920  -0.4985
4 C 5.3740 -1.7491 -0.3986  -0.4669
5 C 4.7843 -3.1999 -0.2415  -0.4987
6 C 3.2427 -3.4946 -0.4432  -0.7773
7 C 2.2379 -2.3427 -0.8499  0.5340
8 C 0.6688 -2.7020 -1.0905  -0.7872
9 C -0.2887 -2.0749 0.0488  0.6726
10 C -1.4510 -1.0419 -0.3541  -0.3596
11 N -2.6255 -1.6557 -0.5412  0.3126
12 N -3.6617 -0.7716 -0.8523  -0.1103
13 C -4.7276 -1.3977 -1.6698  0.5209
14 O -4.6374 -1.4609 -2.9228  -0.3613
15 F -5.9353 -1.9278 -1.0913  -0.2126
16 C -4.1779 -0.2414 0.4472  0.6065
17 O -4.0747 0.9621 0.8014  -0.4116
18 F -4.7968 -1.1231 1.4046  -0.1977
19 C -2.5867 -3.1419 -0.3730  -0.3761
20 C -1.2884 -3.2484 0.6202  -0.8738
21 H 2.2354 0.7009 -2.4532  0.4179
22 H 2.1053 1.2865 -0.7141  0.2885
23 H 0.8191 0.0251 -1.3577  -0.1587
24 H 4.7785 0.4661 -0.8824  0.2980
25 H 6.4859 -1.5431 -0.2260  0.3451
26 H 5.5445 -4.0217 0.0518  0.3072
27 H 2.8832 -4.5757 -0.2996  0.2252
28 H 0.6166 -3.8567 -0.9714  0.4523
29 H 0.3467 -2.4837 -2.1696  0.2735
30 H 0.2966 -1.5195 0.8645  0.0074
31 H -1.4728 0.0963 -0.4656  0.5084
32 H -2.3255 -3.6697 -1.3749  0.3052
33 H -3.5026 -3.5899 0.1484  0.3573
34 H -1.5687 -2.7899 1.6511  0.3185
35 H -0.8858 -4.3178 0.5969  0.4327
36 C 2.5874 -0.9942 4.7906  -0.9689
37 S 0.8940 -0.6212 4.2882  0.4164
38 O 0.4119 -1.7676 3.4497  -0.5916
39 C 1.3276 0.7262 3.1689  -0.7399
40 H 2.5665 -1.8439 5.4745  0.3407
41 H 3.1885 -1.2478 3.9151  0.2863
42 H 3.0141 -0.1293 5.3016  0.3807
43 H 2.0089 0.3630 2.3954  0.2080
44 H 1.7995 1.5386 3.7370  0.5966
45 H 0.4133 1.0968 2.7021  0.1735
46 C -3.3878 0.2627 -5.0470  -0.8831
47 S -1.9823 1.0359 -5.8757  0.4729
48 O -0.9345 1.2866 -4.8375  -0.5935
49 C -2.8050 2.6091 -6.2068  -0.9446
50 H -3.0881 -0.7312 -4.7143  0.2693
51 H -3.6856 0.8600 -4.1829  0.2529
52 H -4.2210 0.1734 -5.7466  0.4404
53 H -3.1401 3.0588 -5.2701  0.2948
54 H -3.6563 2.4424 -6.8693  0.3677
55 H -2.0929 3.2760 -6.6945  0.3265
56 C 1.3739 5.3082 2.2053  -0.9254
57 S 1.8527 4.7071 3.8392  0.3971
58 O 1.9522 3.2136 3.7567  -0.6375
59 C 0.2868 5.1011 4.6473  -0.9109
60 H 2.1986 5.1272 1.5145  0.3127
61 H 0.4861 4.7761 1.8576  0.2823
62 H 1.1737 6.3798 2.2561  0.3892
63 H -0.5323 4.5818 4.1461  0.2815
64 H 0.1228 6.1796 4.6164  0.3818
65 H 0.3416 4.7737 5.6864  0.3187